The following is a quantum chemistry calculation of a cluster of 2 separate species, C3H6N2 in total, from the Open Molecules 2025 dataset.

Geometry (Å):
C 1.536 -0.417 0.039
N 0.260 -0.577 0.325
C -0.791 -0.206 -0.442
C -2.078 -0.147 0.126
N -3.136 -0.065 0.605
H 1.826 -0.259 -0.991
H 2.276 -0.600 0.803
H 0.972 1.535 -0.217
H 0.036 -0.758 1.299
H 0.224 1.593 -0.401
H -0.649 -0.128 -1.510

Cartesian forces (eV/Å) of the 3 atoms listed first:
-0.052 -0.459 -0.043
0.046 0.316 0.085
0.006 -0.391 -0.098

The value obtained for the energy is -6185.0431 eV.